[1]
Computed, not measured: C33H50Cl3GeNO3RbS3SeSi as an isolated structure, with ωB97M-V/def2-TZVPD.

Computed properties:
Spin multiplicity = 2
Calculated total energy = -8935.2596 Eh
Largest force on an atom = 0.043 Eh/bohr
HOMO energy (spin up / spin down) = -2.682 / -2.725 eV
Energy above the lowest of the compared OMol25 structures with the same formula, charge and spin = 1.237 eV
E_LUMO (spin up / spin down) = 3.489 / 3.474 eV
Expectation value of S² = 0.75
Total charge = -2

Positions of all 97 atoms, in Å:
1 Rb 1.07 0.79 -0.50
2 C 1.42 -4.21 -4.02
3 C 0.00 -3.82 -3.63
4 S -0.17 -2.13 -2.95
5 C -1.24 -1.32 -4.17
6 C -0.60 -1.07 -5.52
7 S 0.74 0.18 -5.43
8 C 2.24 -0.72 -5.94
9 C 2.70 -1.87 -5.05
10 S 2.00 -3.48 -5.58
11 H 1.46 -5.29 -4.19
12 H 2.13 -3.95 -3.24
13 H -0.35 -4.49 -2.84
14 H -0.68 -3.90 -4.48
15 H -1.51 -0.37 -3.69
16 H -2.15 -1.92 -4.28
17 H -1.35 -0.67 -6.21
18 H -0.18 -1.98 -5.94
19 H 2.99 0.07 -5.91
20 H 2.12 -1.04 -6.98
21 H 2.42 -1.71 -4.01
22 H 3.78 -1.98 -5.12
23 O 0.73 3.51 -0.66
24 C 0.53 3.90 0.69
25 C -0.06 2.63 1.47
26 O 0.14 2.60 2.69
27 O -0.70 1.82 0.75
28 C 1.86 4.37 1.26
29 C 2.79 3.47 1.77
30 C 4.04 3.90 2.17
31 C 4.40 5.24 2.05
32 C 3.48 6.14 1.54
33 C 2.23 5.71 1.14
34 C -0.60 4.90 0.84
35 C -0.81 5.55 2.06
36 C -1.88 6.40 2.23
37 C -2.77 6.62 1.19
38 C -2.57 5.97 -0.03
39 C -1.49 5.12 -0.20
40 H 0.91 4.32 -1.16
41 H 2.51 2.43 1.90
42 H 4.75 3.18 2.56
43 H 5.38 5.57 2.35
44 H 3.75 7.19 1.43
45 H 1.52 6.42 0.72
46 H -0.12 5.36 2.88
47 H -2.03 6.90 3.18
48 H -3.62 7.28 1.32
49 H -3.26 6.13 -0.84
50 H -1.35 4.61 -1.14
51 Cl 3.25 4.74 -2.33
52 Ge 2.29 2.78 -3.06
53 Cl 0.37 3.77 -3.84
54 Cl 3.42 2.72 -5.10
55 C -1.57 -4.93 1.95
56 C -1.18 -3.95 0.84
57 C -2.23 -4.07 -0.28
58 C 0.16 -4.37 0.23
59 Si -1.06 -2.10 1.51
60 C -0.05 -2.03 3.18
61 C -0.92 -2.44 4.38
62 C 1.18 -2.94 3.13
63 C 0.46 -0.60 3.40
64 C -2.83 -1.29 1.64
65 C -3.27 -0.86 0.23
66 C -2.82 -0.03 2.51
67 C -3.87 -2.25 2.23
68 H -1.69 -5.94 1.53
69 H -2.51 -4.66 2.43
70 H -0.80 -4.99 2.72
71 H -2.19 -5.09 -0.69
72 H -2.04 -3.36 -1.08
73 H -3.25 -3.92 0.09
74 H 0.09 -5.40 -0.14
75 H 0.98 -4.33 0.93
76 H 0.42 -3.73 -0.61
77 H -1.29 -3.46 4.28
78 H -1.78 -1.78 4.49
79 H -0.33 -2.38 5.30
80 H 0.92 -3.99 3.08
81 H 1.78 -2.78 4.04
82 H 1.82 -2.70 2.28
83 H -0.33 0.16 3.41
84 H 1.16 -0.31 2.61
85 H 0.99 -0.54 4.35
86 H -2.59 -0.09 -0.15
87 H -4.28 -0.42 0.28
88 H -3.30 -1.69 -0.47
89 H -2.10 0.71 2.14
90 H -2.58 -0.24 3.55
91 H -3.81 0.43 2.49
92 H -4.02 -3.14 1.60
93 H -4.84 -1.74 2.30
94 H -3.60 -2.59 3.23
95 Se 3.50 -2.75 -0.84
96 C 4.54 -2.10 0.47
97 N 5.22 -1.70 1.32



[2]
Computed, not measured: a 6-piece molecular cluster, C6H25NO5 overall, with ωB97M-V/def2-TZVPD.

Computed properties:
SMILES = CCCC[C@H](C)N.O.O.O.O.O
Spin multiplicity = 1
Calculated total energy = -674.5754 Eh
Largest force on an atom = 0.011 Eh/bohr
HOMO energy = -9.864 eV
Energy above the lowest of the compared OMol25 structures with the same formula, charge and spin = 0.145 eV
E_LUMO = 0.332 eV

Positions of all 37 atoms, in Å:
1 C 0.98 2.45 -1.51
2 C 0.87 1.05 -2.10
3 C -0.55 0.48 -2.03
4 C -0.92 -0.02 -0.62
5 C -0.34 -1.39 -0.29
6 C -1.19 -2.51 -0.89
7 N -0.21 -1.51 1.17
8 H 0.63 2.47 -0.47
9 H 2.01 2.80 -1.50
10 H 0.39 3.17 -2.08
11 H 1.19 1.07 -3.14
12 H 1.59 0.40 -1.59
13 H -1.25 1.26 -2.33
14 H -0.65 -0.35 -2.73
15 H -0.56 0.70 0.12
16 H -2.01 -0.04 -0.50
17 H 0.68 -1.48 -0.68
18 H -1.34 -2.40 -1.96
19 H -2.18 -2.55 -0.43
20 H -0.72 -3.49 -0.75
21 H -1.01 -1.08 1.63
22 H -0.13 -2.48 1.46
23 O 0.70 -2.53 -3.58
24 H 1.47 -2.24 -4.07
25 H 0.90 -2.34 -2.65
26 O 3.30 -0.95 4.14
27 H 2.94 -1.16 5.01
28 H 2.56 -0.52 3.66
29 O -2.04 2.97 1.26
30 H -2.44 3.63 1.83
31 H -2.72 2.79 0.59
32 O 1.27 0.32 2.64
33 H 0.96 -0.35 1.97
34 H 1.72 0.98 2.10
35 O -1.56 0.69 2.90
36 H -0.60 0.65 3.02
37 H -1.74 1.49 2.38



[3]
Computed, not measured: a 2-piece molecular cluster, C4H7O4 overall, with ωB97M-V/def2-TZVPD.

Computed properties:
Spin multiplicity = 1
Calculated total energy = -457.6394 Eh
Largest force on an atom = 0.040 Eh/bohr
HOMO energy = -4.989 eV
Energy above the lowest of the compared OMol25 structures with the same formula, charge and spin = 0.837 eV
E_LUMO = 3.755 eV
Total charge = -1

Positions of all 15 atoms, in Å:
1 O -1.13 0.09 -1.96
2 C -0.59 0.85 -1.14
3 O 0.00 1.94 -1.35
4 C -0.46 0.31 0.33
5 C -1.18 -1.01 0.62
6 C -0.18 -2.07 0.93
7 O -0.21 -3.22 0.55
8 H -0.69 1.15 1.02
9 H 0.61 0.21 0.60
10 H -1.68 -0.91 1.58
11 H -1.79 -1.16 -0.30
12 H 0.53 -1.87 1.75
13 H 2.65 2.05 -1.50
14 H 1.57 1.88 -0.54
15 O 2.56 1.76 -0.59



[4]
Computed, not measured: C26H45BBrCsF13LiN4NaO9S as an isolated structure, with ωB97M-V/def2-TZVPD.

Computed properties:
Spin multiplicity = 1
Calculated total energy = -6398.6034 Eh
Largest force on an atom = 0.238 Eh/bohr
HOMO energy = -3.548 eV
Energy above the lowest of the compared OMol25 structures with the same formula, charge and spin = 4.444 eV
E_LUMO = -2.279 eV
Total charge = -1

Positions of all 103 atoms, in Å:
1 N 7.25 -6.33 0.91
2 C 6.94 -6.15 -0.51
3 C 6.75 -4.64 -1.00
4 C 6.16 -3.63 0.08
5 B 4.60 -3.81 0.41
6 N 4.08 -3.19 1.64
7 C 3.56 -4.59 -0.48
8 O 3.77 -5.76 -0.75
9 C 2.24 -3.87 -1.01
10 F 2.47 -2.51 -0.84
11 F 2.11 -4.13 -2.34
12 C 0.91 -4.16 -0.21
13 F 0.97 -3.48 0.95
14 F -0.12 -3.56 -0.94
15 C 0.47 -5.65 -0.06
16 F -0.97 -5.72 0.06
17 F 0.72 -6.38 -1.16
18 C 1.13 -6.42 1.14
19 O 1.48 -5.99 2.17
20 O 1.29 -7.79 0.94
21 H 8.19 -6.00 1.15
22 H 6.53 -5.96 1.53
23 H 6.07 -6.76 -0.85
24 H 7.82 -6.55 -1.07
25 H 7.77 -4.26 -1.27
26 H 6.12 -4.58 -1.92
27 H 6.34 -2.59 -0.28
28 H 6.75 -3.77 1.03
29 H 3.36 -3.85 1.98
30 H 4.84 -3.23 2.33
31 H 2.23 -7.99 0.92
32 C -3.04 -3.58 -1.31
33 C -3.72 -2.48 -0.50
34 C -4.89 -1.81 -1.22
35 N -4.53 -0.57 -2.05
36 C -4.29 0.60 -1.11
37 C -4.15 1.92 -1.86
38 C -5.34 2.19 -2.76
39 C -5.62 1.02 -3.69
40 C -5.74 -0.29 -2.92
41 C -3.32 -0.83 -2.91
42 H -2.40 -3.18 -2.10
43 H -2.40 -4.17 -0.65
44 H -3.77 -4.25 -1.77
45 H -2.99 -1.75 -0.15
46 H -4.13 -2.96 0.39
47 H -5.63 -1.48 -0.49
48 H -5.37 -2.52 -1.90
49 H -5.15 0.64 -0.43
50 H -3.39 0.38 -0.53
51 H -4.06 2.74 -1.13
52 H -3.23 1.93 -2.45
53 H -5.17 3.09 -3.35
54 H -6.23 2.38 -2.14
55 H -4.85 0.95 -4.45
56 H -6.56 1.20 -4.23
57 H -5.85 -1.13 -3.60
58 H -6.61 -0.26 -2.26
59 H -3.51 -1.72 -3.50
60 H -2.45 -0.95 -2.27
61 H -3.15 0.02 -3.57
62 F 2.85 -6.87 -2.11
63 Cs -5.63 4.64 -2.92
64 C 2.03 -1.61 4.27
65 C 2.15 -0.49 5.30
66 C 3.08 0.64 4.85
67 C 4.47 0.20 4.75
68 N 5.56 -0.14 4.65
69 H 2.99 -2.11 4.12
70 H 1.32 -2.36 4.61
71 H 1.69 -1.23 3.31
72 H 2.49 -0.91 6.25
73 H 1.15 -0.07 5.47
74 H 3.02 1.46 5.58
75 H 2.75 1.04 3.89
76 Br -1.34 -5.05 2.32
77 Na 8.18 -3.98 1.99
78 O -1.92 6.91 -1.34
79 H -1.41 6.25 -0.86
80 C -2.49 10.75 -0.65
81 C -2.88 9.63 0.30
82 O -3.75 10.04 1.35
83 C -5.17 10.14 1.09
84 O -5.66 9.04 0.55
85 C -5.56 11.43 0.29
86 F -4.82 12.50 0.68
87 F -6.85 11.78 0.53
88 F -5.43 11.34 -1.05
89 H -2.31 11.68 -0.10
90 H -1.58 10.48 -1.19
91 H -3.26 10.94 -1.39
92 H -1.97 9.29 0.80
93 H -3.27 8.76 -0.24
94 H -5.54 10.39 2.11
95 Li -3.40 3.49 0.98
96 C 4.75 1.53 -0.76
97 F 5.73 2.04 -1.53
98 F 3.80 2.48 -0.68
99 F 4.21 0.52 -1.47
100 S 5.35 0.99 0.90
101 O 5.89 2.18 1.51
102 O 6.36 -0.03 0.63
103 O 4.18 0.47 1.58



[5]
Computed, not measured: C30H23BrCoN3O4 as an isolated structure, with ωB97M-V/def2-TZVPD.

Computed properties:
Spin multiplicity = 2
Calculated total energy = -5578.8345 Eh
Largest force on an atom = 0.044 Eh/bohr
HOMO energy (spin up / spin down) = -10.929 / -10.934 eV
Energy above the lowest of the compared OMol25 structures with the same formula, charge and spin = 0.000 eV
E_LUMO (spin up / spin down) = -3.991 / -3.974 eV
Expectation value of S² = 0.76
Total charge = +1

Positions of all 62 atoms, in Å:
1 Co 1.21 -0.68 -0.15
2 C 0.91 2.06 -3.61
3 O 0.47 2.71 -2.40
4 C 0.58 1.82 -1.44
5 N 1.15 0.70 -1.73
6 C 1.63 0.78 -3.09
7 C 1.40 -0.47 -3.90
8 C 1.75 -0.45 -5.25
9 C 1.63 -1.59 -6.02
10 C 1.15 -2.76 -5.45
11 C 0.80 -2.79 -4.11
12 C 0.93 -1.64 -3.34
13 C 0.08 2.01 -0.07
14 C -0.22 3.18 0.61
15 C -0.56 3.07 1.96
16 C -0.62 1.83 2.58
17 C -0.32 0.70 1.82
18 N 0.03 0.82 0.54
19 C -0.27 -0.71 2.21
20 N 0.09 -1.58 1.31
21 C 0.10 -2.89 1.92
22 C -0.30 -2.58 3.39
23 O -0.60 -1.17 3.39
24 C 1.46 -3.55 1.79
25 C 1.87 -4.48 2.74
26 C 3.14 -5.02 2.68
27 C 4.01 -4.65 1.67
28 C 3.60 -3.77 0.69
29 C 2.32 -3.23 0.74
30 H 1.55 2.74 -4.16
31 H 0.02 1.82 -4.21
32 H 2.72 0.94 -3.04
33 H 2.14 0.46 -5.69
34 H 1.91 -1.57 -7.06
35 H 1.05 -3.65 -6.05
36 H 0.43 -3.70 -3.67
37 H 0.66 -1.67 -2.27
38 H -0.18 4.13 0.11
39 H -0.76 3.97 2.53
40 H -0.90 1.73 3.62
41 H -0.65 -3.52 1.43
42 H 0.53 -2.74 4.09
43 H -1.18 -3.12 3.73
44 H 1.20 -4.78 3.53
45 H 3.45 -5.72 3.44
46 H 5.02 -5.05 1.64
47 H 4.26 -3.50 -0.12
48 H 2.00 -2.56 -0.08
49 Br 6.03 2.46 5.54
50 C 5.34 2.41 3.77
51 C 5.69 3.42 2.88
52 C 5.21 3.37 1.58
53 C 4.37 2.34 1.19
54 C 3.99 1.36 2.10
55 C 4.49 1.39 3.39
56 C 2.95 0.35 1.74
57 O 2.19 -0.08 2.60
58 O 2.88 0.04 0.50
59 H 6.32 4.23 3.21
60 H 5.48 4.15 0.88
61 H 3.99 2.29 0.18
62 H 4.20 0.61 4.09



[6]
Computed, not measured: C24H25BF8N2OPtS as an isolated structure, with ωB97M-V/def2-TZVPD.

Computed properties:
Spin multiplicity = 1
Calculated total energy = -2455.7239 Eh
Largest force on an atom = 0.044 Eh/bohr
HOMO energy = -7.814 eV
Energy above the lowest of the compared OMol25 structures with the same formula, charge and spin = 0.847 eV
E_LUMO = -0.653 eV

Positions of all 63 atoms, in Å:
1 Pt 0.28 -1.21 -0.49
2 C 0.96 -0.73 -3.49
3 C 1.12 -2.22 -3.20
4 N 0.34 -2.73 -2.03
5 C -1.05 -3.08 -2.42
6 C -1.99 -3.37 -1.25
7 C 1.01 -3.86 -1.36
8 C 2.22 -3.39 -0.61
9 N 1.82 -2.28 0.23
10 C 2.65 -1.82 1.22
11 C 2.19 -0.90 2.19
12 F 0.90 -0.55 2.18
13 C 3.00 -0.37 3.16
14 F 2.47 0.52 4.02
15 C 4.32 -0.74 3.29
16 C 4.79 -1.67 2.40
17 F 6.05 -2.09 2.49
18 C 4.00 -2.19 1.39
19 F 4.59 -3.07 0.55
20 H 1.64 -0.45 -4.30
21 H 1.22 -0.15 -2.60
22 H -0.05 -0.48 -3.78
23 H 2.17 -2.43 -3.02
24 H 0.81 -2.79 -4.08
25 H -1.01 -3.96 -3.07
26 H -1.44 -2.26 -3.00
27 H -2.00 -4.42 -0.97
28 H -3.00 -3.07 -1.52
29 H -1.70 -2.78 -0.38
30 H 1.29 -4.64 -2.08
31 H 0.30 -4.29 -0.66
32 H 3.03 -3.11 -1.29
33 H 2.58 -4.22 0.00
34 H 4.96 -0.32 4.06
35 F -1.61 -0.44 -1.66
36 B -2.79 -0.08 -2.51
37 F -3.14 1.22 -2.16
38 F -3.80 -0.99 -2.22
39 F -2.36 -0.18 -3.83
40 O -0.09 0.84 0.26
41 S -1.52 1.37 0.43
42 C -1.40 3.02 -0.26
43 C -0.28 3.35 -1.00
44 C -0.21 4.60 -1.59
45 C -1.27 5.49 -1.46
46 C -2.39 5.14 -0.73
47 C -2.47 3.89 -0.13
48 C -1.59 1.85 2.16
49 C -2.83 1.86 2.77
50 C -2.91 2.20 4.12
51 C -1.75 2.50 4.82
52 C -0.51 2.48 4.19
53 C -0.43 2.15 2.85
54 H 0.53 2.63 -1.09
55 H 0.66 4.88 -2.18
56 H -1.22 6.46 -1.94
57 H -3.22 5.83 -0.64
58 H -3.36 3.61 0.43
59 H -3.72 1.62 2.21
60 H -3.87 2.22 4.62
61 H -1.82 2.76 5.87
62 H 0.38 2.71 4.75
63 H 0.53 2.12 2.34



[7]
Computed, not measured: a 2-piece molecular cluster, C6H9NO overall, with ωB97M-V/def2-TZVPD.

Computed properties:
Spin multiplicity = 1
Calculated total energy = -363.7683 Eh
Largest force on an atom = 0.086 Eh/bohr
HOMO energy (spin up / spin down) = -7.808 / -7.800 eV
Energy above the lowest of the compared OMol25 structures with the same formula, charge and spin = 6.964 eV
E_LUMO (spin up / spin down) = -0.274 / -0.287 eV

Positions of all 17 atoms, in Å:
1 C -0.31 0.07 0.65
2 C 1.78 -0.68 -1.62
3 C 1.82 -0.03 -0.54
4 C -1.67 -0.33 0.69
5 C 2.52 0.83 0.36
6 C -2.59 0.48 -0.17
7 N -0.89 0.45 1.72
8 O -2.08 -1.62 0.97
9 H 2.67 -0.72 -2.25
10 H 0.88 -1.06 -2.01
11 H 3.58 0.72 0.44
12 H 2.27 0.38 1.44
13 H 1.93 1.77 0.34
14 H -3.49 0.72 0.34
15 H -3.12 -0.13 -0.92
16 H -1.98 1.33 -0.70
17 H -1.33 -2.18 1.26



[8]
Computed, not measured: a 2-piece molecular cluster, C4H14N2O overall, with ωB97M-V/def2-TZVPD.

Computed properties:
SMILES = CNCCCN.O
Spin multiplicity = 1
Calculated total energy = -345.5139 Eh
Largest force on an atom = 0.053 Eh/bohr
HOMO energy = -9.388 eV
Energy above the lowest of the compared OMol25 structures with the same formula, charge and spin = 1.696 eV
E_LUMO = 0.895 eV

Positions of all 21 atoms, in Å:
1 C -2.58 -0.30 0.61
2 N -1.23 -0.77 0.52
3 C -0.36 0.32 0.14
4 C 1.13 -0.04 0.41
5 C 2.00 1.05 -0.31
6 N 3.32 1.11 0.13
7 H -3.08 -1.21 0.97
8 H -3.06 0.01 -0.34
9 H -2.73 0.50 1.35
10 H -0.99 -1.03 1.48
11 H -0.58 0.51 -0.93
12 H -0.67 1.21 0.72
13 H 1.34 0.00 1.49
14 H 1.53 -1.00 0.03
15 H 2.07 0.77 -1.38
16 H 1.58 2.07 -0.26
17 H 3.68 1.93 -0.36
18 H 3.31 1.36 1.13
19 O -1.44 -2.55 -1.75
20 H -1.52 -1.84 -1.07
21 H -1.73 -2.11 -2.58



[9]
Computed, not measured: a 3-piece molecular cluster, C29H36ClFI2N2O11P overall, with ωB97M-V/def2-TZVPD.

Computed properties:
Spin multiplicity = 1
Calculated total energy = -3560.4578 Eh
Largest force on an atom = 0.011 Eh/bohr
HOMO energy = -10.759 eV
E_LUMO = -4.405 eV
Total charge = +1

Positions of all 83 atoms, in Å:
1 C 1.30 -0.31 4.60
2 C 1.52 -0.61 3.12
3 O 2.90 -0.34 2.79
4 P 3.41 -0.39 1.29
5 O 2.53 -1.10 0.34
6 C 3.65 1.35 0.84
7 C 2.47 1.83 0.00
8 C 2.58 3.33 -0.32
9 C 1.77 3.71 -1.52
10 C 0.57 3.06 -1.82
11 C -0.15 3.34 -2.95
12 C -1.37 2.59 -3.39
13 I -2.51 1.79 -1.77
14 C -0.98 1.51 -4.42
15 C -2.15 0.73 -4.98
16 I 0.46 0.18 -3.54
17 C 0.40 4.38 -3.74
18 Cl -0.36 4.92 -5.17
19 N 1.49 5.02 -3.44
20 N 2.16 4.67 -2.35
21 C 3.41 5.42 -2.18
22 C 4.62 4.66 -2.72
23 C 4.54 4.41 -4.22
24 F 4.28 5.60 -4.87
25 O 4.88 -0.92 1.42
26 C 5.22 -2.26 0.98
27 C 6.66 -2.56 1.39
28 H 0.87 -1.18 5.11
29 H 0.64 0.53 4.74
30 H 2.26 -0.10 5.07
31 H 1.31 -1.65 2.89
32 H 0.88 0.00 2.49
33 H 4.57 1.40 0.25
34 H 3.78 1.95 1.74
35 H 2.47 1.26 -0.94
36 H 1.53 1.62 0.51
37 H 3.63 3.58 -0.47
38 H 2.23 3.93 0.53
39 H 0.22 2.27 -1.16
40 H -2.05 3.29 -3.88
41 H -0.44 2.00 -5.24
42 H -1.84 0.20 -5.88
43 H -2.95 1.42 -5.27
44 H -2.53 0.00 -4.28
45 H 3.51 5.69 -1.13
46 H 3.28 6.34 -2.76
47 H 5.51 5.27 -2.51
48 H 4.72 3.69 -2.23
49 H 5.49 4.02 -4.59
50 H 3.75 3.70 -4.48
51 H 5.09 -2.30 -0.11
52 H 4.52 -2.97 1.42
53 H 7.35 -2.48 0.55
54 H 6.97 -1.86 2.16
55 H 6.73 -3.56 1.81
56 C -0.77 -4.96 1.15
57 C -2.06 -5.18 0.85
58 C -2.95 -4.09 0.30
59 O -4.11 -4.39 0.05
60 C -2.41 -2.77 0.12
61 C -1.12 -2.54 0.43
62 C -0.22 -3.63 0.96
63 O 0.94 -3.33 1.19
64 O -0.55 -1.36 0.30
65 O -2.65 -6.35 0.99
66 H -0.12 -5.73 1.54
67 H -3.07 -2.00 -0.26
68 H 0.39 -1.41 0.61
69 H -3.57 -6.24 0.68
70 C -6.30 -1.83 3.85
71 C -7.60 -1.60 4.10
72 C -8.70 -2.35 3.38
73 O -9.84 -2.06 3.70
74 C -8.33 -3.32 2.37
75 C -7.03 -3.55 2.11
76 C -5.93 -2.82 2.85
77 O -4.78 -3.10 2.58
78 O -6.65 -4.42 1.20
79 O -8.04 -0.73 4.98
80 H -5.51 -1.31 4.36
81 H -9.13 -3.84 1.86
82 H -5.67 -4.41 1.09
83 H -9.02 -0.79 4.95